{
  "formula": "C4H6O",
  "method": "ωB97M-V/def2-TZVPD",
  "species": ["H", "C", "H", "H", "H", "C", "O", "C", "C", "H", "H"],
  "xyz": [[-0.21647, 1.78740, -0.29868], [0.04708, -0.62888, -0.99099], [0.11613, -1.68779, -1.22135], [1.82119, 0.33700, 0.10718], [-0.55823, 1.42506, 1.49017], [-0.84909, -0.23406, 0.11578], [0.65937, -1.08174, 1.22597], [0.85801, -0.18776, 0.27826], [-0.36927, 1.05279, 0.48819], [-1.56063, -0.85878, 0.64669], [0.06660, 0.04513, -1.84884]],
  "atomic_forces_ev_per_a": [[0.058, -0.153, 0.094], [-0.144, -0.094, -0.087], [-0.022, 0.157, 0.040], [-0.243, -0.100, 0.051], [0.018, -0.055, -0.152], [-0.334, 0.351, -0.274], [0.278, -0.140, 0.217], [0.486, -0.055, -0.095], [-0.341, 0.087, 0.064], [0.207, 0.063, -0.031], [0.037, -0.062, 0.173]],
  "lowdin_charge": [0.1081, -0.0518, 0.1167, 0.1460, 0.1056, -0.0830, -0.1400, -0.4428, -0.0123, 0.1369, 0.1167],
  "energy_ha": -231.0802,
  "e_homo_ev": -8.3,
  "relative_energy_kcal_mol": 90.08,
  "multiplicity": 1,
  "gap_ev": 8.712
}